{
  "formula": "C24H26BrN4O5STi",
  "method": "wB97M-V/def2-TZVPD",
  "de_lowest_kj_mol": 27.4,
  "e_lumo_ev": -3.5,
  "e_homo_ev": -11.03,
  "charge": 1,
  "homo_lumo_gap_ev": 7.5697,
  "fmax_ev_per_a": 3.14,
  "symbols": ["Ti", "Br", "C", "C", "C", "C", "O", "C", "C", "N", "C", "C", "C", "C", "C", "C", "C", "C", "N", "C", "C", "H", "H", "H", "H", "H", "H", "H", "H", "H", "H", "N", "C", "C", "O", "N", "C", "C", "O", "O", "H", "H", "H", "H", "H", "H", "C", "C", "S", "O", "C", "C", "H", "H", "H", "H", "H", "H", "H", "H", "H", "H"],
  "xyz": [[-0.069, 0.222, 1.665], [0.379, 7.742, 2.182], [0.208, 5.907, 2.320], [-0.075, 5.308, 3.564], [-0.177, 3.970, 3.644], [-0.040, 3.133, 2.531], [-0.006, 1.788, 2.714], [0.118, 3.712, 1.253], [-0.006, 2.963, -0.020], [-0.335, 1.748, -0.113], [-0.689, 1.353, -1.433], [-1.977, 1.607, -1.899], [-2.305, 1.197, -3.195], [-1.426, 0.514, -3.948], [-0.115, 0.305, -3.523], [0.864, -0.278, -4.337], [2.140, -0.296, -3.858], [2.454, 0.137, -2.596], [1.510, 0.527, -1.747], [0.253, 0.704, -2.232], [0.351, 5.126, 1.190], [-0.221, 5.937, 4.403], [-0.366, 3.578, 4.647], [0.078, 3.547, -0.959], [-2.680, 2.139, -1.303], [-3.294, 1.369, -3.595], [-1.694, 0.182, -4.946], [0.630, -0.702, -5.321], [2.924, -0.586, -4.549], [3.489, 0.160, -2.284], [0.604, 5.616, 0.240], [2.053, 0.309, 1.039], [2.803, -0.962, 1.178], [1.998, -1.913, 2.118], [2.292, -3.049, 2.295], [0.815, -1.311, 2.555], [-0.075, -2.165, 3.410], [-1.430, -1.675, 3.115], [-2.382, -2.400, 3.271], [-1.475, -0.434, 2.651], [1.970, 0.609, 0.004], [2.577, 1.025, 1.508], [3.762, -0.703, 1.590], [3.007, -1.399, 0.187], [0.083, -2.118, 4.529], [0.037, -3.195, 3.000], [-3.282, -3.086, -0.058], [-2.297, -2.486, -0.991], [-0.739, -2.329, -0.050], [-0.615, -0.789, 0.073], [0.522, -2.870, -1.242], [0.939, -4.280, -0.708], [-4.314, -3.185, -0.488], [-3.494, -2.569, 0.867], [-3.019, -4.158, 0.166], [-2.426, -1.426, -1.244], [-2.135, -3.058, -1.910], [1.251, -2.076, -1.260], [0.014, -3.008, -2.164], [1.564, -4.286, 0.192], [1.461, -4.799, -1.520], [0.013, -4.841, -0.611]],
  "lowdin_charge": [1.160, 0.813, -0.720, -0.096, -0.001, -0.265, -0.170, -0.102, -0.037, 0.034, -0.229, 0.027, -0.058, -0.032, -0.158, 0.018, -0.055, -0.108, 0.100, -0.184, -0.072, 0.104, 0.139, 0.161, 0.122, 0.120, 0.128, 0.139, 0.119, 0.124, 0.116, -0.038, -0.095, -0.503, 0.096, -0.082, -0.083, -0.612, 0.115, -0.111, 0.076, 0.106, 0.122, 0.119, 0.168, 0.139, -0.146, -0.332, 1.095, -0.598, -0.318, -0.096, 0.103, 0.069, 0.106, 0.093, 0.105, 0.061, 0.071, 0.073, 0.087, 0.072]
}

***

{
  "formula": "C24H26BrN6O4S3Ti",
  "method": "wB97M-V/def2-TZVPD",
  "de_lowest_kj_mol": 113.9,
  "e_lumo_ev": [-0.9, -1.1],
  "s_squared": 0.767,
  "multiplicity": 2,
  "e_homo_ev": [-7.55, -7.57],
  "homo_lumo_gap_ev": [6.6345, 6.4742],
  "fmax_ev_per_a": 2.36,
  "symbols": ["Ti", "O", "C", "C", "C", "C", "C", "C", "C", "O", "N", "N", "C", "C", "Br", "C", "C", "C", "C", "C", "C", "C", "H", "H", "H", "H", "H", "H", "H", "H", "H", "H", "H", "H", "H", "H", "S", "C", "S", "C", "C", "N", "C", "N", "C", "S", "C", "O", "H", "H", "H", "H", "H", "H", "C", "N", "C", "N", "O", "H", "H", "H", "H", "H", "H"],
  "xyz": [[-0.243, 0.332, -0.107], [-2.426, 0.129, 3.465], [-3.149, -0.972, 3.179], [-4.017, -1.411, 4.180], [-4.781, -2.547, 3.999], [-4.706, -3.274, 2.813], [-3.852, -2.830, 1.820], [-3.066, -1.689, 1.979], [-2.132, -1.313, 0.862], [-1.729, 0.035, 0.904], [-0.938, -2.201, 0.951], [0.186, -1.632, 0.328], [1.291, -2.239, 0.533], [2.588, -1.779, 0.026], [2.681, -0.091, -0.822], [3.726, -2.449, 0.194], [3.895, -3.814, 0.746], [5.035, -4.075, 1.504], [5.247, -5.327, 2.059], [4.328, -6.346, 1.844], [3.208, -6.108, 1.061], [2.996, -4.852, 0.511], [-1.912, 0.399, 2.682], [-4.065, -0.838, 5.097], [-5.447, -2.871, 4.791], [-5.307, -4.161, 2.667], [-3.785, -3.374, 0.883], [-2.615, -1.506, -0.098], [-0.731, -2.437, 1.917], [1.292, -3.116, 1.173], [4.641, -1.932, -0.072], [5.752, -3.280, 1.674], [6.131, -5.507, 2.657], [4.493, -7.326, 2.272], [2.502, -6.905, 0.864], [2.145, -4.697, -0.141], [0.166, 2.710, -0.178], [1.181, 2.445, 1.231], [1.016, 0.879, 1.942], [2.049, 3.412, 1.655], [2.934, 3.194, 2.768], [3.642, 3.017, 3.658], [2.108, 4.679, 0.972], [2.147, 5.692, 0.425], [-1.543, -0.731, -4.192], [-1.042, -1.217, -2.573], [0.030, -2.558, -3.013], [-0.049, -0.103, -2.148], [-0.653, -0.399, -4.730], [-2.261, 0.078, -4.086], [-2.000, -1.594, -4.675], [-0.518, -3.258, -3.643], [0.346, -3.053, -2.097], [0.887, -2.134, -3.537], [-4.440, 2.674, -0.461], [-3.511, 3.049, -1.516], [-2.584, 2.164, -1.953], [-1.616, 2.639, -2.807], [-2.609, 0.976, -1.621], [-5.364, 3.237, -0.575], [-4.024, 2.855, 0.531], [-4.656, 1.615, -0.550], [-3.347, 4.027, -1.681], [-1.417, 3.627, -2.784], [-0.787, 2.063, -2.807]],
  "lowdin_charge": [0.497, 0.071, -0.260, -0.008, -0.084, -0.097, -0.044, -0.113, -0.365, -0.321, 0.057, -0.135, -0.174, -0.593, 0.912, -0.082, -0.216, -0.031, -0.070, -0.079, -0.073, -0.053, 0.067, 0.120, 0.103, 0.097, 0.115, 0.123, 0.142, 0.135, 0.109, 0.119, 0.107, 0.105, 0.106, 0.108, 0.604, -1.090, 0.617, -0.372, -0.241, 0.146, -0.261, 0.143, -0.223, 0.923, -0.224, -0.682, 0.079, 0.053, 0.069, 0.067, 0.044, 0.076, -0.053, 0.030, -0.645, 0.151, -0.055, 0.082, 0.091, 0.083, 0.137, 0.098, 0.058]
}

***

{
  "formula": "C24H26ClN9O3",
  "method": "wB97M-V/def2-TZVPD",
  "de_lowest_kj_mol": 592.4,
  "e_lumo_ev": 0.0,
  "e_homo_ev": -8.47,
  "homo_lumo_gap_ev": 8.4446,
  "fmax_ev_per_a": 2.02,
  "smiles": "CCN(CC)Cc1c(C(=O)N/N=C/c2cccc(OCc3cccc(Cl)c3)c2)nnn1-c1nonc1N",
  "symbols": ["C", "C", "N", "C", "C", "C", "C", "C", "C", "O", "N", "N", "C", "C", "C", "C", "C", "C", "O", "C", "C", "C", "C", "C", "C", "Cl", "C", "C", "N", "N", "N", "C", "N", "O", "N", "C", "N", "H", "H", "H", "H", "H", "H", "H", "H", "H", "H", "H", "H", "H", "H", "H", "H", "H", "H", "H", "H", "H", "H", "H", "H", "H", "H"],
  "xyz": [[5.638, 2.715, -2.402], [5.294, 1.730, -3.524], [4.138, 0.892, -3.281], [4.313, -0.143, -2.271], [4.043, -1.530, -2.855], [2.894, 1.630, -3.146], [1.774, 0.751, -3.562], [0.766, 0.120, -2.844], [0.471, 0.202, -1.401], [1.107, 0.879, -0.625], [-0.594, -0.587, -1.068], [-1.046, -0.685, 0.186], [-2.037, -1.440, 0.436], [-2.561, -1.580, 1.778], [-3.639, -2.435, 2.021], [-4.133, -2.566, 3.302], [-3.577, -1.860, 4.357], [-2.502, -1.006, 4.125], [-1.874, -0.263, 5.080], [-2.305, -0.363, 6.416], [-3.691, 0.184, 6.667], [-4.429, -0.251, 7.761], [-5.694, 0.259, 7.995], [-6.241, 1.200, 7.140], [-5.500, 1.629, 6.052], [-6.168, 2.802, 4.972], [-4.229, 1.135, 5.812], [-2.000, -0.871, 2.835], [0.055, -0.651, -3.705], [0.544, -0.547, -4.873], [1.590, 0.299, -4.830], [2.287, 0.592, -5.978], [3.170, 1.538, -6.124], [3.580, 1.487, -7.390], [2.956, 0.505, -8.086], [2.138, -0.087, -7.250], [1.358, -1.148, -7.500], [5.795, 2.191, -1.462], [4.837, 3.437, -2.263], [6.548, 3.255, -2.653], [6.142, 1.063, -3.699], [5.107, 2.279, -4.450], [5.342, -0.122, -1.904], [3.650, 0.030, -1.414], [4.284, -2.296, -2.122], [4.654, -1.685, -3.740], [2.998, -1.646, -3.133], [2.694, 1.964, -2.116], [2.933, 2.493, -3.815], [-1.043, -1.112, -1.825], [-2.534, -2.017, -0.357], [-4.083, -2.988, 1.207], [-4.968, -3.224, 3.493], [-3.995, -1.976, 5.345], [-2.241, -1.402, 6.769], [-1.577, 0.231, 6.980], [-4.012, -0.990, 8.428], [-6.262, -0.082, 8.847], [-7.229, 1.595, 7.313], [-3.661, 1.482, 4.962], [-1.168, -0.211, 2.651], [0.658, -1.369, -6.806], [1.236, -1.435, -8.455]],
  "lowdin_charge": [-0.078, -0.254, -0.186, -0.232, -0.070, -0.127, -0.096, -0.141, -0.418, 0.084, 0.040, 0.077, -0.093, -0.209, -0.052, -0.070, -0.008, -0.257, -0.041, -0.148, -0.216, -0.046, -0.074, -0.109, -0.659, 0.679, -0.050, 0.059, 0.078, 0.052, 0.028, -0.176, 0.143, -0.067, 0.113, -0.334, 0.147, 0.068, 0.067, 0.071, 0.117, 0.099, 0.113, 0.115, 0.070, 0.074, 0.054, 0.126, 0.126, 0.134, 0.128, 0.105, 0.106, 0.108, 0.135, 0.143, 0.114, 0.106, 0.103, 0.122, 0.126, 0.071, 0.109]
}